Arrangement one

Entry from the OMol25 dataset: a 2-piece molecular cluster, C6H11O2 overall (ωB97M-V/def2-TZVPD).

The highest occupied orbital energy comes out at -0.49926 Ha. As for the net charge: +1. Its orbital gap is 7.4 eV.

Cartesian coordinates (Å):
C 4.06246 -0.02157 -0.99756
C 0.60758 2.36642 -0.08201
C 0.41858 1.23538 0.39991
C -2.49466 -0.76313 1.74602
C -0.12211 0.03250 0.87786
C -1.77110 0.17221 0.79634
O -2.20216 -0.12390 -0.50162
O 2.93879 -0.45573 -0.86647
H 4.94431 -0.67450 -1.27263
H 4.25681 1.05664 -0.78430
H 1.68914 2.72402 -0.35781
H 0.09275 3.26343 -0.28490
H -2.14190 -0.63162 2.90089
H -3.50391 -0.51389 1.70553
H -2.21904 -1.72948 1.42973
H 0.07302 -0.03778 1.90210
H 0.05579 -0.84730 0.30287
H -2.03062 1.27752 0.88460
H -2.44313 -1.08822 -0.46929

***

Arrangement two

Entry from the OMol25 dataset: C6H11O2 as an isolated structure (ωB97M-V/def2-TZVPD).

The highest occupied orbital energy (alpha / beta) comes out at -0.54810 / -0.54811 Ha. As for the net charge: +1. Its orbital gap (alpha / beta) is 8.5 / 8.5 eV.

Cartesian coordinates (Å):
C -2.02563 -1.99133 -0.32252
C -1.50359 -0.98478 -1.96539
C -1.36159 -0.58712 -0.44620
C 1.72728 1.46423 1.07458
C -0.63958 0.46114 0.19223
C 1.06120 0.17062 0.52532
O 1.71488 -0.27779 -0.66814
O -2.12420 -2.34073 -1.87640
H -1.40552 -2.72110 0.21383
H -2.95587 -2.03742 0.07225
H -2.00777 -0.16988 -2.41437
H -0.41507 -1.01733 -2.36625
H 1.85473 1.35145 2.12129
H 2.66640 1.37116 0.51152
H 1.07094 2.34131 0.84781
H -1.09694 0.63422 1.19433
H -0.59325 1.39219 -0.29035
H 0.95352 -0.76794 1.22808
H 2.32291 0.33516 -0.90574

***

Relative energies with respect to the most stable structure, expressed in kJ/mol: arrangement one 0.0; arrangement two 67.6.

***

Arrangement one

Entry from the OMol25 dataset: a 2-piece molecular cluster, C10H14NO overall (ωB97M-V/def2-TZVPD).

The highest occupied orbital energy comes out at -0.48159 Ha. As for the net charge: +1. Its orbital gap is 8.8 eV.

Cartesian coordinates (Å):
C 3.57970 -0.58478 -0.31507
C 2.75830 -1.34006 0.60167
C 3.14086 0.52291 -0.81081
C 1.56081 -0.75784 0.87896
C 1.83861 0.95369 -0.48141
C -2.40402 -1.15685 0.23552
C -1.84993 -0.68032 -1.11720
C -2.05464 0.02201 1.16806
C -1.65981 0.83048 -1.06248
C -1.46223 1.11260 0.38366
N 1.06680 0.37568 0.38683
O -0.96942 2.22419 0.78339
H 4.59042 -0.95256 -0.61381
H 3.19822 -2.32042 0.86477
H 3.67397 1.20022 -1.47936
H 0.82851 -1.27635 1.48265
H 1.47770 1.86484 -0.91219
H -3.54106 -1.38341 0.22286
H -1.84712 -2.03326 0.60594
H -0.87974 -1.04499 -1.32470
H -2.38891 -0.97691 -2.04656
H -2.80447 0.48705 1.75775
H -1.45308 -0.19028 2.10383
H -0.90898 1.40094 -1.73143
H -2.68570 1.47763 -1.28908
H -0.80479 2.22583 1.70822

***

Arrangement two

Entry from the OMol25 dataset: an isolated ion of composition C10H14NO and charge +1 (ωB97M-V/def2-TZVPD).

The highest occupied orbital energy (alpha / beta) comes out at -0.48160 / -0.48160 Ha. As for the net charge: +1. Its orbital gap (alpha / beta) is 6.1 / 6.1 eV.

Cartesian coordinates (Å):
C -3.06085 0.97635 -0.03853
C -2.59175 -0.02141 -0.64019
C -0.19014 0.00785 1.39687
C -3.36668 2.09141 0.66403
C -1.46905 -0.94775 -0.80639
C -0.23933 -0.17687 -0.04505
C -1.65391 -2.25605 0.01174
C 0.90068 -0.15031 -1.08070
C 2.03550 0.78173 -0.74173
C 2.91220 0.33442 0.44928
N -0.51744 1.03779 0.71898
O 3.92498 -0.54408 0.12401
H -0.06057 -0.27253 2.33964
H -3.12610 3.06309 0.07616
H -3.64967 2.12812 1.68595
H -1.12874 -1.12151 -1.84913
H -2.00764 -1.95257 1.05342
H -0.68714 -2.79016 0.00968
H -2.38414 -2.89017 -0.63549
H 1.25972 -1.23766 -1.13808
H 0.43818 0.07623 -2.05178
H 2.61471 1.13573 -1.68341
H 1.63613 1.68628 -0.36228
H 3.42002 1.24175 0.75733
H 2.24158 0.05126 1.27948
H 4.74944 -0.25092 0.50619

***

Relative energies with respect to the most stable structure, expressed in kJ/mol: arrangement one 0.0; arrangement two 559.1.

***

Arrangement one

Entry from the OMol25 dataset: a 3-piece molecular cluster, C2H2FI3O overall (ωB97M-V/def2-TZVPD).

The highest occupied orbital energy (alpha / beta) comes out at -0.33354 / -0.33313 Ha. As for the net charge: 0. Its orbital gap (alpha / beta) is 5.9 / 5.6 eV.

Cartesian coordinates (Å):
C -0.34640 -0.58334 0.53468
C 0.30277 0.11231 -0.37730
O 0.09732 1.41118 -0.60528
F 0.98497 -0.49231 -1.45278
I 0.02012 -2.64791 0.70094
I 2.79103 0.65302 2.29236
I -3.47466 0.22914 -0.96667
H -0.69365 -0.13572 1.43098
H 0.31850 1.45363 -1.55693

***

Arrangement two

Entry from the OMol25 dataset: C2H2FI3O as an isolated structure (ωB97M-V/def2-TZVPD).

The highest occupied orbital energy comes out at -0.34165 Ha. As for the net charge: 0. Its orbital gap is 8.4 eV.

Cartesian coordinates (Å):
C -0.56381 0.57056 0.52843
C 0.47439 -0.04968 -0.31918
O 0.84626 -1.31062 0.16317
F 0.15696 -0.14369 -1.63458
I -1.38596 2.37768 -0.18285
I -2.21140 -1.10373 0.56879
I 2.21190 1.25561 -0.22394
H -0.18130 0.41205 1.61306
H 0.65295 -2.00818 -0.51289

***

Relative energies with respect to the most stable structure, expressed in kJ/mol: arrangement one 160.1; arrangement two 0.0.